The following is a quantum chemistry calculation of a 4-piece molecular cluster, C29H70BN5O12 overall, from the OMol25 dataset.

Element x y z (Å)
C  5.01302  -2.93887  0.86159
C  3.57469  -3.51551  1.49090
O  3.76076  -3.50806  2.95728
C  2.40171  -2.44018  0.97973
O  1.12650  -2.86010  1.58151
C  0.02007  -1.93432  1.21030
C  -1.28116  -2.37855  2.15823
B  -0.78003  -2.52384  3.75006
O  0.29478  -1.68843  4.35136
O  -1.38261  -3.54669  4.67576
O  0.30573  -0.52452  1.51844
C  -0.10532  0.37921  0.42704
C  0.75787  1.80123  0.55294
N  2.14510  1.51216  0.02395
C  0.70802  2.46861  2.04982
C  2.07962  3.23643  2.51575
O  2.19519  4.55148  2.17995
N  3.21501  2.65187  3.32590
C  2.87286  1.31570  3.94676
C  4.52517  2.61837  2.57054
H  5.46405  -2.25578  1.71253
H  4.70505  -2.26802  -0.04961
H  5.77073  -3.79649  0.60571
H  3.33378  -4.61003  1.08141
H  2.94331  -3.17308  3.43640
H  2.78146  -1.37754  1.36665
H  2.34498  -2.43896  -0.21046
H  -0.31248  -2.06688  0.09117
H  -1.65622  -3.44991  1.79268
H  -2.19814  -1.66041  2.04505
H  -0.08387  -0.80415  4.67430
H  -1.28600  -3.08939  5.58407
H  0.21934  -0.07765  -0.62678
H  -1.27959  0.59180  0.41974
H  0.23077  2.56190  -0.19762
H  2.80798  1.19067  0.76325
H  2.53132  2.28646  -0.56012
H  -0.14150  3.30680  2.00929
H  0.32385  1.70157  2.88017
H  2.80576  0.45147  3.13413
H  1.83144  1.39849  4.48425
H  3.64449  0.98798  4.79460
H  4.59813  3.56602  1.88561
H  5.46278  2.67571  3.30476
H  4.62201  1.64123  1.91493
C  4.63170  -11.24648  0.57740
O  3.27304  -10.82972  0.56445
C  2.59691  -11.09146  1.80126
C  2.23281  -9.77147  2.49672
N  3.43088  -9.09472  3.00516
C  3.17808  -7.72319  3.46218
C  2.74933  -6.69487  2.39625
O  3.76565  -6.39902  1.43747
C  3.80186  -7.28496  0.32731
H  5.03854  -11.11413  -0.42854
H  5.21882  -10.63596  1.26838
H  4.71247  -12.30538  0.84688
H  3.17982  -11.74528  2.46180
H  1.67154  -11.62078  1.54678
H  1.55335  -9.97865  3.33042
H  1.70673  -9.14418  1.76960
H  4.13241  -9.06320  2.26889
H  4.11114  -7.36896  3.91561
H  2.43040  -7.74609  4.26272
H  2.55299  -5.75197  2.91978
H  1.80782  -6.96358  1.90360
H  2.81452  -7.67381  0.06665
H  4.49681  -8.10375  0.52587
H  4.19263  -6.73367  -0.53310
C  -4.81362  3.19046  -4.23877
O  -5.60994  3.71246  -3.18368
C  -6.85748  3.02256  -3.03183
C  -6.88566  2.26463  -1.69640
N  -5.96833  1.12016  -1.71954
C  -5.76940  0.50358  -0.40267
C  -5.06995  1.35674  0.67452
O  -3.70198  1.64617  0.38367
C  -3.50384  2.80041  -0.42078
H  -3.93963  3.83613  -4.35785
H  -4.46567  2.18195  -4.00058
H  -5.37086  3.18476  -5.18211
H  -7.06704  2.35463  -3.87653
H  -7.64012  3.78969  -3.01639
H  -7.90360  1.90828  -1.50550
H  -6.61234  2.97052  -0.90521
H  -5.06363  1.42645  -2.07015
H  -5.16248  -0.39427  -0.56757
H  -6.73694  0.16091  -0.01945
H  -5.05735  0.76361  1.59633
H  -5.62429  2.27088  0.91618
H  -4.26515  3.56611  -0.25317
H  -3.46837  2.51861  -1.47535
H  -2.52753  3.22504  -0.16888
C  -0.77304  8.67558  -1.34942
O  -1.48377  9.12302  -2.49592
C  -0.61963  9.52221  -3.56796
C  -0.76757  8.55954  -4.75539
N  -0.19131  7.24662  -4.44550
C  -0.51359  6.21705  -5.44049
C  -1.99442  5.80918  -5.57560
O  -2.51706  5.14257  -4.42575
C  -3.02152  6.01175  -3.42140
H  -1.49533  8.49770  -0.54843
H  -0.25222  7.73717  -1.55687
H  -0.06070  9.43597  -1.01058
H  0.42628  9.60617  -3.24767
H  -0.94919  10.51934  -3.88159
H  -0.25702  8.98172  -5.62759
H  -1.83450  8.47496  -4.98666
H  -0.53742  6.93711  -3.54016
H  0.05742  5.32405  -5.16090
H  -0.13647  6.53578  -6.41856
H  -2.05398  5.08062  -6.39252
H  -2.63792  6.64469  -5.87424
H  -3.44104  6.93268  -3.83357
H  -2.23738  6.23820  -2.69570
H  -3.81410  5.48333  -2.88333

Molecular weight: 691.714 u
Max |F|: 8.10 eV/Å
E: -63895.954 eV
Highest occupied orbital energy: -8.552 eV
Structure (SMILES): C[C@@H](O)CO[C@@H](CB(O)O)OC[C@H](N)CC(=O)N(C)C.COCCNCCOC.COCCNCCOC.COCCNCCOC

---

The following is a quantum chemistry calculation of a 9-piece molecular cluster, C44H67FN9O4PS overall, from the OMol25 dataset.

Element x y z (Å)
C  0.22508  3.72455  -5.83082
C  0.53280  2.75761  -4.69034
C  1.94063  2.91904  -4.15311
F  2.07406  4.21478  -3.62981
C  2.32379  1.92202  -3.08535
O  1.47156  2.07653  -1.97734
C  1.67407  1.13486  -0.94573
C  1.40816  1.83748  0.37155
C  2.25512  3.09344  0.57396
C  2.61185  3.33218  2.03796
S  1.12517  3.77443  2.99529
C  0.79829  -0.14921  -1.11261
C  1.63310  -1.41108  -1.30186
O  -0.06253  -0.04089  -2.25064
C  -1.43054  -0.30529  -2.04137
C  -2.17456  0.66898  -1.13012
O  -2.39592  0.03460  0.14571
O  -1.89927  0.84325  1.21688
P  -2.15375  -0.55743  -3.72149
N  -2.63949  -2.02201  -3.94875
H  0.64750  4.70953  -5.62166
H  0.63648  3.36828  -6.77917
H  -0.85089  3.85135  -5.96786
H  0.41922  1.71916  -5.01583
H  -0.15529  2.90571  -3.85125
H  2.67330  2.84945  -4.96878
H  2.24068  0.91119  -3.51651
H  3.37003  2.08050  -2.78737
H  2.72795  0.80854  -0.95933
H  1.59997  1.12424  1.18523
H  0.34409  2.07387  0.43233
H  1.72545  3.96727  0.18249
H  3.18611  3.02060  -0.00166
H  3.33827  4.14030  2.13629
H  3.05300  2.43154  2.47046
H  1.41915  3.11406  4.11977
H  0.17563  -0.26170  -0.21609
H  1.09357  -2.30367  -0.97143
H  2.58364  -1.35837  -0.76318
H  1.85356  -1.52389  -2.36694
H  -1.56915  -1.30750  -1.61065
H  -3.16625  0.91631  -1.52925
H  -1.60438  1.59278  -1.00578
H  -2.64938  1.43438  1.39467
H  -1.09818  -0.13379  -4.54065
H  -3.12277  0.45522  -3.89787
H  -3.62091  -2.12620  -4.16728
N  -0.45358  3.64596  7.00970
C  -0.83702  4.52333  6.03121
C  -0.37143  5.76379  6.37381
C  0.31878  5.62983  7.60973
C  0.25018  4.31204  7.97575
H  -0.66222  2.66481  7.02010
H  -1.40079  4.19151  5.17583
H  -0.50569  6.66510  5.79985
H  0.81016  6.41156  8.16442
H  0.64034  3.79645  8.83635
N  -0.20387  -5.21999  0.06005
C  -0.84128  -4.83753  -1.09434
C  -1.53044  -3.68830  -0.81817
C  -1.28604  -3.35527  0.53901
C  -0.46844  -4.32050  1.06060
H  0.37253  -6.03365  0.16500
H  -0.74983  -5.39974  -2.00814
H  -2.13787  -3.11836  -1.50233
H  -1.67526  -2.50066  1.06816
H  -0.05733  -4.43783  2.04870
N  5.23191  -3.94894  -2.38334
C  4.16238  -3.36239  -3.00064
C  4.62193  -2.27538  -3.69471
C  6.02650  -2.20078  -3.48547
C  6.36918  -3.23955  -2.66351
H  5.18237  -4.75968  -1.79431
H  3.16794  -3.75980  -2.88754
H  4.01760  -1.60214  -4.27995
H  6.70230  -1.45939  -3.87750
H  7.32214  -3.52957  -2.25440
N  7.39511  -2.28293  1.14355
C  6.13354  -2.06908  0.65922
C  5.50739  -1.19366  1.50666
C  6.42746  -0.86792  2.54091
C  7.58342  -1.55625  2.28780
H  8.08292  -2.87870  0.72204
H  5.79367  -2.54661  -0.24323
H  4.50015  -0.82603  1.39681
H  6.26057  -0.20402  3.37261
H  8.51812  -1.58731  2.82070
N  -7.52515  1.95337  -0.34967
C  -6.34494  1.36174  -0.70647
C  -5.58333  1.23135  0.42612
C  -6.33868  1.76301  1.50828
C  -7.53065  2.20265  0.99528
H  -8.27267  2.17953  -0.98023
H  -6.15022  1.07987  -1.72721
H  -4.60829  0.77355  0.47187
H  -6.03791  1.82489  2.54108
H  -8.37282  2.67844  1.46780
N  -5.79498  5.00295  0.60568
C  -5.12451  5.96182  -0.10050
C  -5.22242  7.14103  0.59088
C  -5.98272  6.87977  1.76324
C  -6.31928  5.55132  1.74181
H  -5.88679  4.03564  0.34388
H  -4.63294  5.72795  -1.02947
H  -4.79432  8.08347  0.29286
H  -6.24743  7.58418  2.53403
H  -6.87991  4.95286  2.43910
N  -2.06418  -1.19651  3.74627
C  -1.16107  -2.01480  4.36677
C  -1.78947  -2.60300  5.43238
C  -3.12641  -2.11874  5.45369
C  -3.26326  -1.25399  4.40018
H  -1.87580  -0.63675  2.93162
H  -0.15389  -2.10933  3.99764
H  -1.34321  -3.30303  6.11886
H  -3.89811  -2.37843  6.15890
H  -4.10994  -0.68189  4.06124
N  1.44617  -8.90891  -2.34205
C  1.67730  -9.61363  -3.49159
C  1.76140  -8.71838  -4.52377
C  1.57254  -7.42021  -3.97598
C  1.38000  -7.57229  -2.62923
H  1.33362  -9.31440  -1.43178
H  1.76000  -10.68674  -3.47948
H  1.93600  -8.96458  -5.55756
H  1.57434  -6.48441  -4.50968
H  1.20843  -6.83880  -1.86053

Molecular weight: 868.118 u
Max |F|: 0.50 eV/Å
E: -91150.720 eV
Highest occupied orbital energy: -8.116 eV
Structure (SMILES): CC[C@@H](F)CO[C@@H](CCCS)[C@H](C)O[C@@H](COO)[PH2]=N.c1cc[nH]c1.c1cc[nH]c1.c1cc[nH]c1.c1cc[nH]c1.c1cc[nH]c1.c1cc[nH]c1.c1cc[nH]c1.c1cc[nH]c1

---

The following is a quantum chemistry calculation of one molecule with the formula C2H4Br2, from the OMol25 dataset.

Element x y z (Å)
Br  10.27112  -6.88910  -19.77856
C  8.28307  -7.21460  -20.00082
C  8.14717  -8.60382  -20.62852
Br  6.73274  -9.67652  -19.78189
H  7.87620  -6.41607  -20.62124
H  7.87149  -7.23933  -18.99182
H  9.07807  -9.16822  -20.57382
H  8.01319  -8.57281  -21.70981

Molecular weight: 187.862 u
Max |F|: 1.19 eV/Å
E: -142223.655 eV
Relative energy (zero: lowest compared OMol25 entry of this formula, charge and spin): 7.4 kcal per mole
Highest occupied orbital energy: -10.334 eV
Structure (SMILES): BrCCBr

---

The following is a quantum chemistry calculation of a 2-piece molecular cluster, C7H11FOS overall, from the OMol25 dataset.

Element x y z (Å)
C  -3.64474  -0.47981  0.51596
C  -2.35628  1.39354  -0.02191
C  -1.68205  0.49645  -0.74970
C  0.85069  0.53618  -0.45311
C  2.26709  0.12281  -0.09569
C  2.69701  -1.16712  -0.30971
C  2.82920  -0.53350  1.09322
H  -4.70430  -0.90488  0.16138
H  -3.17822  -0.87009  1.50647
H  -2.26608  2.49607  -0.05616
H  -0.86733  0.64094  -1.32477
H  0.92876  0.54238  -1.60580
H  0.45462  1.52373  -0.20760
H  0.15383  -0.25632  -0.11187
H  3.60070  -1.25491  -0.78161
H  1.93577  -1.99962  -0.15321
H  2.06833  -0.88813  1.83137
H  3.79699  -0.32232  1.53792
O  -3.55241  0.95088  0.52397
F  3.13430  1.07916  -0.57812
S  -2.46588  -1.10545  -0.72104

Molecular weight: 162.229 u
Max |F|: 5.33 eV/Å
E: -23033.326 eV
Relative energy (zero: lowest compared OMol25 entry of this formula, charge and spin): 21.8 kcal per mole
Highest occupied orbital energy: -7.932 eV
Structure (SMILES): CC1(F)CC1.C1=CSCO1

---

The following is a quantum chemistry calculation of H10O9PdS as an isolated structure, from the OMol25 dataset.

Element x y z (Å)
Pd  -0.01427  -0.09344  0.82004
S  0.66255  -0.61955  -2.49963
O  0.69291  0.79294  -2.58974
O  1.79618  -1.30975  -3.35353
O  1.21958  -1.01170  -1.14011
O  -0.54130  -1.36682  -2.82358
O  1.39653  0.09447  2.37886
H  -1.46202  -2.45410  1.84154
H  2.22862  -0.08587  1.91674
O  -0.94375  1.19409  2.81398
H  -1.33431  2.01217  2.44661
H  0.05393  1.18888  2.75457
O  -0.75062  -1.93868  2.24739
H  1.50605  -1.27377  -4.26974
H  -1.16533  -1.36596  2.86485
O  -1.71926  0.04375  -0.61040
H  -1.67905  -0.62394  -1.53189
H  -2.25306  0.81597  -0.91303
O  0.94501  1.76896  0.18774
H  0.15146  2.37127  0.19532
H  1.21014  1.86108  -0.73598

Molecular weight: 292.558 u
Max |F|: 6.08 eV/Å
E: -32902.734 eV
Relative energy (zero: lowest compared OMol25 entry of this formula, charge and spin): 12.1 kcal per mole
Highest occupied orbital energy (alpha / beta): -9.239 / -9.452 eV
2S+1: 3

---

The following is a quantum chemistry calculation of an isolated ion of composition C8H8F3N2S and charge +1, from the OMol25 dataset.

Element x y z (Å)
C  -2.43552  1.71010  -0.27615
C  -2.66713  0.28169  -0.36818
C  -1.24629  2.19467  0.14928
C  -1.66131  -0.58491  -0.32118
C  -0.14184  1.28833  0.53985
C  -0.24460  -0.02327  -0.26564
C  1.97621  -0.06363  0.16321
C  0.68328  -2.24312  0.37454
N  3.34901  -0.46027  0.20380
N  0.90698  -0.87070  0.25223
F  3.67174  -1.45244  -0.71699
F  4.24730  0.59100  -0.05089
F  -0.16142  0.56549  -1.78586
S  1.67048  1.65700  0.33266
H  -3.20913  2.40773  -0.60803
H  -3.60533  -0.13304  -0.53060
H  -0.87827  3.29889  0.33072
H  -1.86055  -1.63944  -0.50684
H  -0.32427  1.27874  1.69167
H  1.63847  -2.61370  0.72406
H  0.03734  -2.54597  1.17198
H  0.25483  -2.64314  -0.50365

Molecular weight: 221.227 u
Max |F|: 5.33 eV/Å
Charge: +1
E: -30379.105 eV
Relative energy (zero: lowest compared OMol25 entry of this formula, charge and spin): 0.0 kcal per mole
Highest occupied orbital energy: -13.108 eV

---

The following is a quantum chemistry calculation of a 9-piece molecular cluster, C18H54O9S9 overall, from the OMol25 dataset.

Element x y z (Å)
C  2.91165  -2.61852  -1.22398
S  2.38575  -3.57838  -2.70402
O  0.88726  -3.37012  -2.87967
C  3.08401  -2.60532  -4.05973
H  3.94202  -2.72628  -1.24130
H  2.62285  -3.18233  -0.36959
H  2.54695  -1.58946  -1.17921
H  2.77322  -3.06523  -5.03320
H  4.14790  -2.66421  -3.90522
H  2.71032  -1.53408  -4.00168
C  5.51673  0.20015  -4.89861
S  5.66931  -0.21021  -3.13087
O  7.14502  -0.35529  -2.85182
C  5.18587  1.39289  -2.42371
H  6.37802  0.92391  -5.06320
H  4.50300  0.47113  -5.23465
H  5.91639  -0.68552  -5.47121
H  5.93507  2.03645  -2.95834
H  5.53368  1.40075  -1.37119
H  4.12576  1.56864  -2.61374
C  2.06726  3.77109  0.17211
S  1.43525  5.07020  1.33089
O  0.22034  5.50189  0.61520
C  0.89404  3.89099  2.64358
H  2.71488  2.99201  0.58061
H  2.45015  4.24202  -0.71648
H  1.15415  3.26371  -0.14506
H  0.28384  4.51741  3.33125
H  1.77403  3.51157  3.12458
H  0.35262  3.03914  2.29909
C  0.41132  -0.11102  -0.52088
S  -1.17367  -1.09813  -0.08690
O  -2.02245  -0.17732  0.72364
C  -1.63569  -0.99548  -1.87665
H  -0.04802  0.86008  -0.65464
H  0.96858  -0.46974  -1.38844
H  1.14955  -0.12370  0.35042
H  -0.93955  -1.60759  -2.48087
H  -1.53932  0.05341  -2.08323
H  -2.61874  -1.35305  -1.95058
C  1.05285  -7.84176  0.38302
S  1.03870  -6.08919  0.73629
O  2.20626  -5.50081  0.03039
C  -0.32917  -5.53538  -0.28574
H  1.02107  -7.87889  -0.71359
H  0.10421  -8.19311  0.87316
H  1.97762  -8.23445  0.82026
H  -1.17191  -6.23303  -0.29239
H  0.19087  -5.43021  -1.21003
H  -0.64252  -4.60384  0.10150
C  -1.71927  -1.00089  8.48449
S  -2.25076  -0.91448  6.78403
O  -3.77179  -0.96799  6.92847
C  -1.82001  0.73701  6.39625
H  -1.93670  -2.00874  8.77365
H  -2.39516  -0.33866  9.09208
H  -0.69041  -0.72053  8.40477
H  -0.74923  0.69814  6.13933
H  -2.01103  1.48172  7.18548
H  -2.32768  1.13003  5.55358
C  -5.85247  0.84390  5.07734
S  -6.31290  0.60237  3.32231
O  -6.45318  1.97431  2.67213
C  -4.71574  -0.10938  2.69518
H  -5.56622  -0.11840  5.57859
H  -6.73736  1.41870  5.40482
H  -5.02117  1.52076  5.09260
H  -4.81271  -0.24385  1.57882
H  -4.56068  -1.09961  3.15495
H  -3.81348  0.41387  2.87888
C  1.11087  2.06408  -6.23911
S  1.02242  1.19975  -4.64351
O  2.45369  0.89776  -4.25388
C  0.61356  2.57928  -3.53724
H  1.92225  2.77896  -6.18589
H  0.07620  2.36931  -6.41401
H  1.35153  1.27756  -6.94778
H  0.98867  2.29866  -2.56112
H  -0.45032  2.84802  -3.51568
H  1.26093  3.40038  -3.81729
C  -2.63973  3.60393  0.41366
S  -3.21753  3.23290  -1.23801
O  -1.97951  2.82046  -2.04145
C  -4.05105  1.54594  -0.89299
H  -2.16994  4.57322  0.35357
H  -2.01901  2.72818  0.78401
H  -3.54697  3.69827  0.99821
H  -3.92866  1.09030  -1.84240
H  -5.09253  1.56356  -0.60254
H  -3.45422  1.08539  -0.10987

Molecular weight: 703.224 u
Max |F|: 3.10 eV/Å
E: -135477.496 eV
Relative energy (zero: lowest compared OMol25 entry of this formula, charge and spin): 32.4 kcal per mole
Highest occupied orbital energy: -8.546 eV

---

Q: The highest E belongs to which entry?
A: C7H11FOS

---

Q: Look up the max |F| of the third one.
A: 1.19 eV/Å

---

Q: What is the formula in the third record?
A: C2H4Br2

---

Q: max |F| of number 1 (C29H70BN5O12)?
A: 8.10 eV/Å